72
Properties=species:S:1:pos:R:3 method="wB97M-V/def2-TZVPD" total_energy_ha=-3882.7884 gap_ev="4.82 / 4.80" e_above_lowest_kj_mol=169.1 homo_energy_ev="-7.415 / -10.493" spin_multiplicity=6 charge=+1
Ir -0.0282 0.3585 0.3324
C -1.9408 -1.6344 3.7313
C -1.9429 -2.1767 2.3091
C -3.0863 -1.7817 1.3392
P -0.3891 -1.7874 1.3133
C 0.9271 -2.4105 2.5737
C 0.8914 -3.9146 2.3768
C 2.3231 -1.7518 2.4492
C -0.4140 -2.8534 -0.0713
C -1.1281 -4.0679 -0.1824
C -1.0424 -4.8346 -1.3501
C -0.4180 -4.2988 -2.4914
C 0.1945 -3.0299 -2.4601
C 0.1554 -2.2515 -1.2492
N 0.5756 -0.9513 -1.1657
C 1.5429 -0.2934 -2.0112
C 2.5997 -1.0113 -2.6059
C 3.5689 -0.3050 -3.3596
C 3.3585 1.0475 -3.6721
C 2.2963 1.7482 -3.1331
C 1.3410 1.1213 -2.3227
P 0.1248 2.0077 -1.3294
C -1.5385 2.2745 -2.2000
C -1.2366 2.2558 -3.7607
C -2.7331 1.3812 -1.7808
C 0.6611 3.7121 -1.0191
C -0.2621 4.3998 -0.0399
C 2.1425 3.8655 -0.7084
H -2.9633 -1.7746 4.0632
H -1.7763 -0.5401 3.7712
H -1.2277 -2.2296 4.3866
H -2.0582 -3.2469 2.3903
H -3.2024 -0.6933 1.3954
H -4.0232 -2.1888 1.7768
H -2.8736 -2.0853 0.2948
H 0.5035 -2.1604 3.5529
H 1.0479 -4.1105 1.3309
H -0.1010 -4.2449 2.7946
H 1.5837 -4.5079 2.9896
H 2.2086 -0.6746 2.4345
H 2.8795 -2.1307 1.5330
H 2.9585 -1.9166 3.3036
H -1.6512 -4.4227 0.6904
H -1.3285 -5.9262 -1.3041
H -0.3361 -4.9059 -3.4072
H 0.7610 -2.6603 -3.3490
H 2.7918 -2.0563 -2.2857
H 4.3330 -0.9080 -3.8595
H 4.0314 1.5816 -4.3592
H 2.2729 2.8429 -3.2193
H -1.7154 3.3138 -1.9295
H -0.5189 1.4807 -4.0351
H -0.8632 3.2667 -4.0544
H -2.1886 2.1148 -4.2554
H -2.5601 0.2987 -1.7618
H -3.6171 1.6069 -2.3775
H -3.1320 1.6688 -0.8224
H 0.4596 4.1545 -1.9716
H -0.3796 5.4559 -0.3359
H 0.0686 4.3346 0.9946
H -1.3007 4.0424 -0.0853
H 2.2614 4.0916 0.3885
H 2.7303 4.6483 -1.2147
H 2.6591 2.8846 -0.9001
S -0.3689 3.8032 6.6070
C -0.3997 3.3044 5.0075
S -1.8271 2.6420 4.1436
C -0.9633 2.2420 2.6236
C 0.4062 2.3086 2.7790
S 1.5067 1.6346 1.6159
S 1.0672 3.3104 3.9910
S -1.6976 1.5334 1.1571

---

71
Properties=species:S:1:pos:R:3 method="wB97M-V/def2-TZVPD" total_energy_ha=-1611.3796 gap_ev=8.00 e_above_lowest_kj_mol=299.8 homo_energy_ev=-7.487 smiles="CCCCN(C)C(=O)[C@H]1CCC(=O)N(c2cc(OC)c(OC)c(OC)c2)[C@@H]1c1ccc(OC)cc1"
C 5.9798 1.5262 2.0687
C 5.5444 0.0959 1.7756
C 4.1536 -0.1937 2.3342
C 3.7142 -1.6325 2.0345
N 2.3653 -1.9058 2.4821
C 2.2500 -2.3759 3.8473
C 1.2320 -1.6298 1.7976
O 0.1316 -1.7943 2.2961
C 1.3820 -1.1494 0.3520
C 1.4980 -2.3803 -0.5600
C 1.0189 -2.0457 -1.9687
C -0.4674 -1.7450 -1.9117
O -1.2609 -2.2047 -2.7075
N -0.8180 -0.9907 -0.8423
C -2.1880 -0.7634 -0.5487
C -2.6542 -1.0438 0.7282
C -3.9908 -0.8359 1.0260
O -4.5504 -1.0851 2.2412
C -3.7203 -1.5911 3.2583
C -4.8764 -0.3504 0.0438
O -6.1649 -0.1602 0.4661
C -7.2222 -0.3914 -0.4379
C -4.3853 -0.0674 -1.2380
O -5.2668 0.4342 -2.1604
C -4.8298 0.5765 -3.4903
C -3.0396 -0.2767 -1.5230
C 0.1695 -0.2790 -0.0354
C 0.5042 1.0198 -0.7522
C -0.4924 1.9969 -0.7813
C -0.3144 3.1829 -1.4549
C 0.8822 3.4437 -2.1260
O 0.9625 4.6441 -2.7611
C 2.1421 4.9588 -3.4597
C 1.8855 2.4851 -2.0945
C 1.6889 1.2904 -1.4175
H 5.2833 2.2350 1.6262
H 6.9693 1.7152 1.6601
H 6.0122 1.7032 3.1412
H 6.2626 -0.6009 2.2133
H 5.5422 -0.0677 0.6953
H 4.1565 -0.0335 3.4138
H 3.4339 0.5059 1.9027
H 3.8085 -1.8344 0.9664
H 4.3798 -2.3280 2.5535
H 2.6950 -1.6608 4.5411
H 2.7509 -3.3398 3.9550
H 1.1934 -2.4898 4.0791
H 2.2752 -0.5337 0.2680
H 0.8713 -3.1829 -0.1630
H 2.5274 -2.7445 -0.5844
H 1.5540 -1.1870 -2.3752
H 1.1632 -2.8911 -2.6423
H -1.9715 -1.4421 1.4602
H -3.2929 -2.5613 2.9862
H -2.9067 -0.8998 3.4996
H -4.3643 -1.7102 4.1284
H -7.0680 -1.3114 -1.0081
H -8.1139 -0.4947 0.1810
H -7.3533 0.4418 -1.1323
H -4.0682 1.3579 -3.5824
H -5.7132 0.8694 -4.0567
H -4.4362 -0.3637 -3.8876
H -2.6413 -0.0678 -2.5000
H -0.3486 -0.0068 0.8909
H -1.4256 1.8142 -0.2694
H -1.0891 3.9327 -1.4764
H 1.9775 5.9470 -3.8860
H 3.0086 4.9942 -2.7911
H 2.3344 4.2449 -4.2672
H 2.8275 2.6476 -2.5947
H 2.5032 0.5808 -1.4255

---

66
Properties=species:S:1:pos:R:3 method="wB97M-V/def2-TZVPD" total_energy_ha=-1214.5005 gap_ev=5.82 e_above_lowest_kj_mol=55.1 homo_energy_ev=-9.724 charge=+1
C 4.1578 -3.4364 -1.1654
C 5.3422 -2.5032 -1.4077
N 4.9903 -1.1428 -1.1030
C 5.9563 -0.0752 -0.9672
C 5.0886 1.1768 -0.6757
C 3.6799 0.6888 -0.7552
C 2.4540 1.2907 -0.5979
C 1.2548 0.4976 -0.7088
C 0.0208 1.0973 -0.3644
C -1.2549 0.4684 -0.4328
C -2.4221 1.2742 -0.7120
C -3.6410 0.6615 -0.9181
C -3.7250 -0.7377 -0.7963
N -4.9964 -1.1685 -0.9466
C -5.4015 -2.5229 -0.7036
C -4.2339 -3.4782 -0.9306
C -2.9236 -3.0266 -0.2755
C -2.6519 -1.5676 -0.4443
C -1.4329 -0.9384 -0.2338
C -5.9245 -0.0670 -1.0591
C -5.0135 1.1746 -1.2064
C 1.3700 -0.8396 -1.2184
C 2.5949 -1.4762 -1.3175
C 3.7214 -0.6870 -1.0604
C 2.8256 -2.8989 -1.7020
H 4.3798 -4.4000 -1.6291
H 4.0599 -3.5968 -0.0854
H 6.1974 -2.7879 -0.7754
H 5.6701 -2.5803 -2.4621
H 6.6678 -0.2806 -0.1552
H 6.5389 0.0500 -1.8939
H 5.3205 1.5792 0.3163
H 5.3009 1.9601 -1.4125
H 2.3763 2.3545 -0.3633
H 0.0446 2.1649 -0.1391
H -2.3182 2.3576 -0.8173
H -5.7686 -2.6286 0.3336
H -6.2356 -2.7571 -1.3780
H -4.5067 -4.4613 -0.5417
H -4.0723 -3.5731 -2.0098
H -2.9568 -3.2566 0.7999
H -2.0896 -3.5997 -0.6970
H -0.5951 -1.5551 0.0951
H -6.5930 -0.1988 -1.9170
H -6.5515 0.0098 -0.1582
H -5.3134 1.9712 -0.5192
H -5.0902 1.5653 -2.2289
H 0.4905 -1.3899 -1.5386
H 2.8158 -2.9975 -2.7980
H 2.0062 -3.5127 -1.3169
C -1.7187 4.4570 2.2965
C -1.1831 3.0360 2.1982
N 0.2668 2.9728 2.1615
C 0.8635 1.8871 2.9229
C 2.0112 2.3342 3.8127
H -2.7657 4.4757 1.9853
H -1.6648 4.7886 3.3414
H -1.1566 5.1462 1.6576
H -1.5733 2.4412 3.0423
H -1.5282 2.5356 1.2844
H 0.6682 3.8662 2.4389
H 0.0908 1.3994 3.5382
H 1.1919 1.1484 2.1825
H 2.5500 1.4626 4.1858
H 2.7204 2.9663 3.2716
H 1.6141 2.8822 4.6744

---

76
Properties=species:S:1:pos:R:3 method="wB97M-V/def2-TZVPD" total_energy_ha=-2122.9348 gap_ev="6.20 / 6.20" e_above_lowest_kj_mol=167.1 homo_energy_ev="-11.385 / -11.385" charge=+1
Au 0.2671 0.0877 0.7563
C 3.5981 1.6164 0.0480
C 3.4280 0.1458 0.1275
C 4.2655 -0.8666 -0.3331
C 3.6814 -2.0610 0.0742
C 4.1202 -3.4434 -0.2245
N 2.5684 -1.7536 0.7680
N 2.4127 -0.4222 0.7867
B 1.6370 -2.6288 1.6276
N 1.2342 -1.8174 2.8720
N 0.6356 -0.6174 2.7814
C 0.3812 -0.1506 3.9966
C -0.2808 1.1544 4.2275
C 0.8463 -1.0871 4.9210
C 1.3719 -2.1299 4.1759
C 1.9803 -3.3833 4.6805
N 0.3359 -2.8889 0.8318
N -0.6081 -1.9447 0.7952
C -1.6988 -2.4133 0.1937
C -2.9335 -1.6052 0.0540
C -1.4445 -3.7400 -0.1565
C -0.1420 -4.0060 0.2538
C 0.6472 -5.2485 0.0833
H 4.4633 1.8635 -0.5595
H 3.7422 2.0241 1.0490
H 2.7183 2.0896 -0.3827
H 5.1704 -0.7450 -0.8905
H 5.1471 -3.4373 -0.5786
H 3.4912 -3.8741 -1.0053
H 4.0470 -4.0826 0.6510
H 2.1580 -3.6429 1.9220
H -0.4318 1.6673 3.2807
H 0.3251 1.7811 4.8791
H -1.2468 1.0100 4.7090
H 0.7975 -1.0153 5.9870
H 1.9673 -3.3717 5.7666
H 3.0097 -3.4809 4.3418
H 1.4232 -4.2505 4.3310
H -2.7603 -0.6043 0.4422
H -3.7489 -2.0620 0.6140
H -3.2402 -1.5405 -0.9886
H -2.1171 -4.4105 -0.6523
H 0.0005 -6.0537 -0.2539
H 1.1240 -5.5454 1.0144
H 1.4335 -5.0973 -0.6564
C -3.0236 1.9768 -4.4236
C -1.5855 2.4558 -4.2617
N -0.7551 1.4587 -3.6065
C -0.0740 0.4952 -4.4510
C 1.3513 0.9224 -4.7817
C -0.6401 1.4466 -2.2840
S 0.6030 0.3930 -1.6386
N -1.3680 2.2825 -1.5867
C -1.6704 2.3078 -0.3033
O -1.4667 1.4170 0.5672
C -2.4495 3.4917 0.1172
C -2.9973 4.3634 -0.8229
C -3.7614 5.4344 -0.4062
C -3.9841 5.6469 0.9453
C -3.4242 4.7946 1.8865
C -2.6644 3.7166 1.4759
H -3.6064 2.7295 -4.9483
H -3.4644 1.8058 -3.4446
H -3.0572 1.0497 -4.9912
H -1.5652 3.3626 -3.6547
H -1.1410 2.6737 -5.2356
H -0.6540 0.3910 -5.3691
H -0.0560 -0.4699 -3.9376
H 1.3584 1.9072 -5.2379
H 1.7964 0.2146 -5.4731
H 1.9549 0.9501 -3.8799
H -2.8302 4.1872 -1.8723
H -4.1913 6.0999 -1.1408
H -4.5990 6.4735 1.2651
H -3.5856 4.9663 2.9395
H -2.2292 3.0378 2.1937

---

The records above give, respectively, max |F| values of 4.3, 0.6, 1.4, 2.5 eV Å⁻¹.